Here is a 2-piece molecular cluster, C13H26BN2O5 overall from OMol25. Energies are from ωB97M-V/def2-TZVPD.

Results
DFT total energy, eV: -27799.402
Charge: -1
Energy relative to the best compared isomer or geometry (same formula, charge and spin), kcal per mole: 0.0
HOMO level, eV: -1.226

Last column: Löwdin charge in e.
Element x y z (Å)
1 O 5.890 1.908 1.529  0.0824
2 C 5.294 2.451 0.632  -0.4580
3 C 4.936 3.928 0.512  -0.0276
4 C 3.747 3.857 -0.448  -0.2878
5 O 2.659 3.385 0.337  0.1049
6 B 1.539 2.834 -0.302  -0.7999
7 O 0.377 3.570 -0.383  0.1809
8 O 1.594 1.596 -0.874  0.1913
9 C 4.313 2.815 -1.433  -0.1276
10 N 4.778 1.787 -0.492  0.0743
11 H 4.661 4.342 1.483  0.1334
12 H 5.775 4.477 0.067  0.1324
13 H 3.477 4.791 -0.949  0.1593
14 H -0.381 3.149 0.045  0.1026
15 H 2.397 1.122 -0.617  0.1013
16 H 5.180 3.300 -1.913  0.1247
17 H 3.658 2.466 -2.231  0.1251
18 H 5.385 1.063 -0.855  0.1447
19 C -3.096 -4.087 0.285  -0.0517
20 C -3.101 -2.620 0.756  -0.5360
21 C -1.914 -2.405 1.711  -0.1664
22 C -0.544 -2.350 1.025  -0.1837
23 C -0.629 -1.802 -0.408  -0.1502
24 C -1.876 -0.954 -0.676  -0.5558
25 N -3.058 -1.759 -0.441  -0.2103
26 O -4.227 -1.006 -0.647  -0.3359
27 C -1.875 -0.576 -2.159  -0.0595
28 C -1.820 0.362 0.130  -0.0325
29 C -4.376 -2.382 1.558  -0.0786
30 H -3.947 -4.247 -0.378  0.0770
31 H -3.167 -4.790 1.127  0.0670
32 H -2.186 -4.310 -0.276  0.0632
33 H -2.080 -1.470 2.250  0.0911
34 H -1.921 -3.191 2.474  0.1047
35 H 0.119 -1.718 1.624  0.0956
36 H -0.080 -3.341 1.013  0.0943
37 H 0.265 -1.211 -0.632  0.0985
38 H -0.640 -2.629 -1.125  0.1044
39 H -1.985 -1.477 -2.764  0.0761
40 H -0.937 -0.072 -2.428  0.0685
41 H -2.713 0.085 -2.375  0.0676
42 H -0.919 0.927 -0.142  0.0486
43 H -1.800 0.192 1.207  0.0649
44 H -2.699 0.965 -0.098  0.0719
45 H -4.389 -3.060 2.423  0.0707
46 H -5.256 -2.561 0.946  0.0676
47 H -4.426 -1.353 1.912  0.0723

---

Here is C13H26Cl2O2SiTc as an isolated structure in a non-equilibrium geometry from OMol25. Energies are from ωB97M-V/def2-TZVPD.

Results
DFT total energy, eV: -53118.860
Charge: -2
Spin multiplicity: 4
HOMO level (spin up / spin down), eV: 1.096 / 0.317

Last column: Löwdin charge in e.
Element x y z (Å)
1 C 0.896 1.817 -1.624  -0.3308
2 C -0.159 1.496 -2.556  -0.4459
3 C 0.166 0.224 -3.152  -0.4045
4 C -1.346 2.326 -2.822  -0.1248
5 C 1.440 -0.201 -2.626  -0.3216
6 C 1.926 0.821 -1.748  -0.2792
7 C 3.237 0.832 -1.079  -0.0622
8 C 0.978 3.074 -0.833  -0.0691
9 C -0.806 -0.628 -3.862  -0.0989
10 C 2.139 -1.471 -2.926  -0.0712
11 Tc -0.332 -0.048 -1.126  0.9330
12 Cl -2.287 0.462 -0.479  -0.0392
13 Cl -1.560 1.098 3.252  0.2709
14 O 0.091 -1.837 -0.547  -0.5061
15 H -1.348 3.197 -2.160  0.0692
16 H -2.238 1.760 -2.570  -0.0055
17 H -1.415 2.616 -3.877  0.0683
18 H -1.631 -0.836 -3.152  0.0523
19 H -0.372 -1.608 -4.075  0.0672
20 H -1.251 -0.128 -4.729  0.0607
21 H 1.452 -2.316 -2.917  0.0612
22 H 2.906 -1.672 -2.172  0.0705
23 H 2.634 -1.422 -3.904  0.0701
24 H 3.450 -0.091 -0.519  0.0813
25 H 3.310 1.638 -0.340  0.0649
26 H 4.039 0.972 -1.819  0.0728
27 H 0.174 3.154 -0.097  0.0746
28 H 0.930 3.942 -1.503  0.0689
29 H 1.916 3.113 -0.276  0.0606
30 H 0.619 -1.808 0.269  -0.0375
31 O 2.394 -0.024 3.066  -0.6329
32 H 1.922 0.475 2.371  -0.1778
33 C 0.094 -1.472 3.958  -0.2528
34 Si -1.660 -0.914 3.755  0.0745
35 C -2.459 -1.832 2.347  -0.2402
36 C -2.695 -0.954 5.320  -0.2455
37 H 0.158 -2.568 4.032  0.0204
38 H 0.552 -1.022 4.850  0.0251
39 H 0.806 -1.200 3.159  -0.0098
40 H -2.800 -2.829 2.686  0.0218
41 H -3.342 -1.287 1.959  0.0136
42 H -1.760 -1.982 1.518  0.0056
43 H -2.839 -1.974 5.699  0.0159
44 H -2.239 -0.364 6.121  0.0162
45 H -3.689 -0.527 5.128  0.0156

---

Here is C13H26CuN5O5 as an isolated structure in a non-equilibrium geometry from OMol25. Energies are from ωB97M-V/def2-TZVPD.

Results
DFT total energy, eV: -76221.580
Charge: 0
Energy relative to the best compared isomer or geometry (same formula, charge and spin), kcal per mole: 0.0
HOMO level, eV: -6.711

Last column: Löwdin charge in e.
Element x y z (Å)
1 C -1.363 -4.651 -0.937  -0.0476
2 C -2.556 -4.011 -1.824  -0.3752
3 O -2.251 -4.017 -3.269  -0.1013
4 C -3.076 -2.594 -1.297  -0.1883
5 N -1.987 -1.715 -0.753  -0.0877
6 C -2.576 -0.932 0.381  -0.1654
7 C -1.876 0.485 0.643  -0.1674
8 O -0.486 0.541 0.253  -0.1448
9 C 0.169 1.702 0.864  -0.2124
10 C -0.676 3.081 0.903  -0.4830
11 O -1.324 3.460 1.951  -0.0729
12 O -0.795 3.916 -0.215  -0.1852
13 C 0.672 1.351 2.373  -0.1020
14 C 0.674 -0.184 2.848  -0.2174
15 N 0.785 -0.309 4.355  -0.0266
16 C 2.242 1.786 2.477  -0.3305
17 O 3.020 1.584 3.444  0.0270
18 N 2.426 2.488 1.202  0.1214
19 C 1.629 1.723 0.169  -0.3875
20 N 2.261 0.423 -0.215  0.0863
21 C 1.863 2.625 -1.150  -0.1250
22 C 3.054 2.138 -2.112  -0.2917
23 N 3.381 3.190 -3.156  -0.0503
24 H -1.750 -4.763 0.130  0.0968
25 H -0.478 -3.934 -0.990  0.0770
26 H -1.128 -5.705 -1.331  0.0949
27 H -3.442 -4.751 -1.709  0.1493
28 H -2.970 -4.546 -3.696  0.1176
29 H -3.527 -2.041 -2.208  0.1339
30 H -3.920 -2.801 -0.546  0.1418
31 H -1.754 -1.062 -1.526  0.0536
32 H -3.677 -0.706 0.093  0.1271
33 H -2.608 -1.621 1.297  0.1385
34 H -2.540 1.279 0.122  0.1502
35 H -1.904 0.656 1.788  0.1462
36 H 0.229 1.940 3.245  0.1512
37 H -0.258 -0.767 2.490  0.1004
38 H 1.574 -0.791 2.439  0.1125
39 H 0.883 0.618 4.792  0.0584
40 H 1.696 -0.775 4.542  0.0660
41 H 3.440 2.550 0.996  0.1419
42 H 1.733 -0.051 -0.957  0.0735
43 H 2.439 -0.182 0.598  0.0725
44 H 0.917 2.746 -1.783  0.1105
45 H 2.130 3.683 -0.777  0.1246
46 H 4.021 1.965 -1.535  0.1058
47 H 2.722 1.215 -2.718  0.1002
48 H 3.468 4.106 -2.682  0.0636
49 H 2.603 3.185 -3.830  0.0520
50 Cu -1.109 -1.526 -3.181  0.7678

---

Question: What is the DFT total energy in the third record?
Answer: -76221.580 eV

---

Question: The lowest charge belongs to which entry?
Answer: C13H26Cl2O2SiTc

---

Question: Which formula does entry 2 have?
Answer: C13H26Cl2O2SiTc

---

Question: Which of these has the lowest charge?
Answer: C13H26Cl2O2SiTc